Entry 1:
{"formula": "CH4N3", "method": "wB97M-V/def2-TZVPD", "de_lowest_kcal_mol": 103.9, "e_homo_ev": -15.552, "charge": 1, "spin_multiplicity": 1, "largest_force_ev_per_a": 12.5, "orbital_gap_ev": 10.39, "elements": ["C", "N", "N", "H", "H", "H", "H", "N"], "xyz": [[-0.93713, -0.26254, 0.61047], [0.43780, -0.65748, 0.42101], [1.20144, -0.08629, -0.59254], [0.73009, 0.15628, -1.51950], [1.42619, 0.94201, -0.59669], [-2.64221, 0.55107, 1.58742], [1.98121, -0.71545, -0.78169], [-2.19739, 0.07241, 0.87153]], "forces_ev_per_a": [[-2.5, 2.1, 1.2], [-7.4, 0.6, 2.2], [-1.3, 3.1, -3.5], [-0.2, -2.1, 0.5], [1.1, -0.7, 2.0], [-0.6, 1.4, 1.9], [0.3, 0.3, 0.1], [10.6, -4.7, -4.5]]}

Entry 2:
{"formula": "C12H15BrCoNO6Se2", "method": "wB97M-V/def2-TZVPD", "de_lowest_kcal_mol": 15.8, "e_homo_ev": [-2.935, -4.325], "charge": -1, "spin_multiplicity": 4, "largest_force_ev_per_a": 1.3, "orbital_gap_ev": [4.96, 7.06], "elements": ["H", "Se", "Se", "C", "Br", "H", "C", "O", "C", "H", "H", "H", "C", "O", "N", "C", "H", "C", "C", "H", "C", "C", "O", "H", "O", "H", "O", "H", "C", "H", "H", "Co", "C", "C", "H", "H", "H", "O"], "xyz": [[-2.15649, -0.63788, -4.78595], [0.35892, -1.15118, -0.24625], [-0.90226, 1.96359, -1.33232], [-0.64587, -1.66668, -1.87886], [0.27911, 3.47624, 1.10944], [4.52636, 0.41270, 2.42593], [-1.05901, -0.62424, -2.92196], [-1.72175, 0.60524, 1.61207], [1.68085, 0.25075, 4.88257], [-0.03547, -2.43707, -2.35639], [-2.51772, 0.09238, -1.48655], [2.02130, 0.14434, 5.90425], [3.02541, 0.89370, 1.37132], [1.24759, 0.20050, -2.97871], [0.85787, 0.62052, 2.24601], [-0.06178, 0.34147, 3.23520], [-1.54177, -2.14695, -1.47715], [2.62200, 0.50102, 3.84919], [-1.98298, -1.31379, -3.94340], [-0.20515, 0.75575, -4.34088], [0.13927, -0.11977, -3.76890], [2.15319, 0.66508, 2.55722], [-2.35914, -0.06386, 3.66127], [-3.18812, -0.02316, 3.17117], [4.34950, 0.71199, 1.52768], [-2.47449, 1.01033, -2.99287], [-3.27017, -1.64160, -3.44943], [1.99989, 0.47054, -3.51371], [0.35869, 0.15087, 4.57485], [-3.16483, -2.06603, -2.59260], [-0.39485, -0.04684, 5.32436], [0.11501, 1.16393, 0.51190], [-1.39735, 0.31135, 2.77798], [-1.85562, 0.50748, -2.24607], [-1.48089, -2.21298, -4.33017], [0.41822, -0.90742, -4.48675], [3.67177, 0.60688, 4.09098], [2.59078, 1.20280, 0.29554]], "forces_ev_per_a": [[0.0, 0.0, 0.0], [-0.2, 0.2, -0.1], [-0.5, 0.1, -1.2], [0.2, 0.1, 0.2], [0.2, 0.5, 0.4], [0.0, -0.1, 0.1], [0.3, 0.4, 0.2], [0.1, -0.1, 0.3], [-0.2, -0.1, 0.2], [0.0, 0.0, 0.0], [-0.1, -0.1, -0.1], [0.0, 0.0, 0.0], [0.1, 0.1, -0.4], [0.3, -0.1, 0.4], [0.6, -0.1, 0.6], [-0.1, -0.1, 0.1], [0.0, 0.0, -0.1], [0.2, 0.1, -0.5], [0.1, 0.0, 0.0], [0.0, 0.0, 0.0], [-0.4, 0.0, -0.1], [-0.4, -0.2, 0.5], [0.1, 0.0, 0.3], [0.0, 0.1, -0.1], [0.1, 0.1, 0.0], [0.0, 0.0, 0.0], [-0.1, 0.0, -0.1], [-0.2, 0.0, -0.1], [0.1, 0.0, -0.1], [0.0, 0.0, 0.0], [0.0, 0.0, 0.0], [-0.1, -0.7, -0.2], [-0.2, 0.2, -0.4], [0.3, -0.1, 0.1], [0.0, 0.0, 0.0], [-0.2, 0.0, 0.0], [0.0, 0.0, 0.0], [0.0, 0.0, 0.1]]}

Entry 3:
{"formula": "C2H5NO3", "method": "wB97M-V/def2-TZVPD", "de_lowest_kcal_mol": 129.2, "e_homo_ev": -10.767, "charge": 0, "spin_multiplicity": 1, "largest_force_ev_per_a": 5.6, "orbital_gap_ev": 10.97, "elements": ["H", "H", "H", "H", "O", "C", "O", "C", "N", "H", "O"], "xyz": [[0.41521, -0.10897, 1.74148], [2.17178, -1.18561, 0.51317], [1.14354, -1.11569, -0.91558], [-0.10652, -1.89155, 1.03817], [1.75098, 0.69252, -0.52255], [1.40310, -0.62947, -0.09909], [-1.13252, 1.24229, 0.29440], [0.14970, -0.59935, 0.81136], [-1.05120, 0.01704, 0.08296], [2.22651, 1.29718, 0.36692], [-1.59457, -0.65252, -0.72167]], "forces_ev_per_a": [[-0.7, 0.3, 0.0], [-0.5, 0.7, -0.9], [-0.8, -2.4, -4.0], [0.5, 4.2, -0.6], [2.5, 2.1, 4.1], [0.4, 2.9, 4.6], [-0.9, -1.8, -0.5], [-0.3, -4.6, 0.3], [3.5, 2.4, 2.2], [-2.3, -3.0, -4.1], [-1.5, -0.6, -1.1]]}

Entry 4:
{"formula": "C2H6N6", "method": "wB97M-V/def2-TZVPD", "de_lowest_kcal_mol": 112.9, "e_homo_ev": -9.129, "charge": 0, "spin_multiplicity": 1, "largest_force_ev_per_a": 4.9, "orbital_gap_ev": 9.27, "elements": ["N", "N", "H", "N", "N", "H", "N", "N", "H", "H", "C", "C", "H", "H"], "xyz": [[-2.34180, 0.68173, 0.28141], [-0.26612, 2.11112, -0.20718], [-1.78300, -1.87610, -0.75923], [-1.32159, -1.18452, -0.18107], [-0.39724, -0.17705, -0.72820], [2.61214, -0.87114, 0.67620], [-2.57512, -0.47301, 0.10615], [0.95218, -0.31496, -0.75970], [1.01453, -1.13123, 1.17838], [1.28376, 0.54468, 1.54837], [-0.92733, 0.98850, -0.15456], [1.58338, -0.37343, 0.63076], [1.33622, 0.36998, -1.49820], [0.83000, 1.70542, -0.13313]], "forces_ev_per_a": [[1.4, 4.5, -1.1], [1.4, -3.0, 2.0], [1.4, -0.4, -1.2], [-1.0, -0.3, 0.1], [-3.7, -0.4, 0.9], [-1.1, 1.7, -0.5], [2.5, -2.8, 0.6], [2.2, -0.1, 0.6], [-0.3, -0.3, -0.6], [1.6, -2.0, -3.3], [0.9, 2.1, -0.7], [-1.0, 0.5, 2.3], [-0.7, -1.5, 1.8], [-3.5, 1.8, -0.9]]}

Entry 5:
{"formula": "C14H20N2S2", "method": "wB97M-V/def2-TZVPD", "de_lowest_kcal_mol": 19.9, "e_homo_ev": -5.760, "charge": 0, "spin_multiplicity": 1, "largest_force_ev_per_a": 3.8, "orbital_gap_ev": 4.12, "elements": ["H", "H", "H", "H", "H", "C", "H", "H", "C", "H", "H", "H", "H", "H", "S", "H", "H", "C", "C", "C", "C", "C", "C", "H", "C", "S", "C", "H", "H", "C", "C", "H", "N", "C", "N", "H", "C", "H"], "xyz": [[0.06704, -1.83002, 0.05772], [-5.07611, -1.12503, -1.07555], [3.40041, 2.85623, 3.44868], [-1.97069, -3.10951, 0.58373], [4.51489, 0.13926, 1.61181], [0.08311, -0.15045, -1.28460], [2.77175, 0.12710, -3.35193], [1.87822, 3.00325, 2.55876], [-0.53684, -1.06942, -0.40366], [1.95300, 2.05292, 4.04762], [-4.51680, -1.59931, 1.21127], [1.73552, -1.44181, -1.77461], [-2.47981, -0.91148, -2.17615], [-1.32977, 1.43879, -0.96420], [0.46715, 0.13001, 3.03600], [4.82430, 1.78378, 2.16581], [-2.22943, -1.86688, 1.80417], [-2.45859, -2.14867, 0.77287], [2.49708, 2.33027, 3.14765], [1.31206, 1.65322, -3.03673], [0.15180, 2.01703, -2.37232], [1.29079, -0.47786, -1.94837], [-4.13215, -1.66413, -0.93751], [-3.14872, 0.29555, -1.08326], [-2.90731, -0.76675, -1.17883], [2.40853, -1.32737, 1.47264], [1.96624, 0.05836, 2.29811], [-0.25959, 3.00297, -2.51269], [-4.36086, -3.23338, 0.59402], [-3.96616, -2.21553, 0.49052], [-0.46241, 1.13479, -1.51967], [3.96128, 1.51249, 0.64387], [2.82400, 1.12871, 2.37321], [1.87448, 0.40499, -2.82398], [-1.88446, -1.13667, -0.15624], [1.77920, 2.34664, -3.71518], [4.10378, 1.14521, 1.65856], [-4.14492, -2.48728, -1.66153]], "forces_ev_per_a": [[0.4, 0.0, 0.7], [0.3, 0.0, 0.1], [0.2, -0.1, -0.2], [0.0, 0.1, 0.0], [-0.1, 0.0, -0.1], [0.4, 1.2, -1.1], [0.1, -0.1, 0.0], [-0.2, 0.2, 0.0], [-3.6, -0.6, 1.0], [-0.1, 0.0, -0.1], [0.2, 0.0, -0.2], [0.1, -0.2, 0.1], [0.0, 0.1, 0.2], [-0.2, 0.1, 0.1], [-1.3, 0.4, 0.4], [-0.1, 0.1, 0.1], [0.1, 0.1, -0.2], [0.4, -0.3, 0.4], [-0.1, -0.5, -0.1], [0.0, -0.2, 0.0], [0.0, 0.2, -0.1], [-0.7, -0.4, 0.7], [0.1, -0.3, 0.0], [-0.1, -0.2, 0.0], [-0.1, 0.9, 0.0], [0.7, -1.0, -1.0], [0.6, 1.0, 0.0], [-0.1, 0.1, 0.0], [0.2, 0.2, -0.1], [0.0, 0.3, 0.1], [0.1, -0.8, 0.3], [0.1, 0.0, -0.2], [0.4, -0.1, 0.4], [0.1, 0.2, -0.3], [2.4, -0.7, -1.4], [0.1, 0.1, -0.1], [-0.4, -0.3, 0.3], [0.1, 0.1, 0.1]]}

Entry 6:
{"formula": "C5H11O", "method": "wB97M-V/def2-TZVPD", "de_lowest_kcal_mol": 34.4, "e_homo_ev": -16.714, "charge": 1, "spin_multiplicity": 1, "largest_force_ev_per_a": 4.9, "orbital_gap_ev": 13.81, "elements": ["H", "C", "C", "H", "C", "H", "H", "O", "H", "H", "C", "H", "C", "H", "H", "H", "H"], "xyz": [[2.53167, -1.54345, -0.83795], [0.16088, 1.90340, -0.41258], [1.59815, -1.52880, -0.10933], [1.15911, -2.54932, -0.22051], [0.44986, 0.63000, 0.22318], [1.94588, -1.27889, 0.88917], [0.94631, 2.67293, -0.18606], [0.52127, -0.66127, -0.48880], [1.45599, 0.77688, 0.89396], [-2.15360, -0.10616, -1.00554], [-0.59056, -0.38453, 0.54375], [-0.44750, -1.02954, 1.41174], [-2.10195, -0.34454, 0.01477], [-2.67802, -1.24693, 0.34182], [-0.74274, 2.19568, -0.08447], [-2.31454, 0.57541, 0.54939], [0.25976, 1.91913, -1.52254]], "forces_ev_per_a": [[-2.2, 0.8, 1.2], [3.8, 0.8, -2.9], [1.9, -2.3, -1.3], [0.5, 0.7, 0.6], [2.6, -0.1, 3.0], [-0.1, -0.2, 0.1], [-0.8, -0.7, 0.4], [-0.2, 0.6, -1.2], [-2.8, -1.1, -1.2], [-0.1, 0.0, -1.5], [-0.8, -0.6, -0.5], [0.2, 0.2, -0.1], [2.8, -0.3, 2.4], [0.6, 1.1, -0.3], [-3.2, 1.5, 0.7], [-1.2, 0.0, 0.3], [-0.7, -0.5, 0.6]]}

Entry 7:
{"formula": "C9H21BrN3O3", "method": "wB97M-V/def2-TZVPD", "de_lowest_kcal_mol": 22.4, "e_homo_ev": -5.463, "charge": -1, "spin_multiplicity": 1, "largest_force_ev_per_a": 7.6, "orbital_gap_ev": 8.27, "elements": ["C", "N", "H", "H", "H", "H", "C", "O", "O", "H", "H", "N", "C", "C", "H", "H", "C", "C", "H", "N", "H", "O", "H", "H", "C", "H", "H", "H", "H", "H", "H", "H", "C", "H", "C", "H", "Br"], "xyz": [[-0.37627, -4.17590, -4.74610], [1.95911, 0.84390, 2.13066], [-4.13276, 3.70438, -1.04737], [-1.17726, -4.77441, -5.15726], [2.40605, 2.31661, 3.26229], [2.22003, 2.91500, 1.70414], [0.74486, -3.21589, -1.25666], [3.59236, -0.30506, 3.26873], [-3.54233, 4.27483, 1.53249], [1.17925, 0.47133, 1.56456], [1.79657, -2.91169, -1.43373], [0.47586, -3.30628, -2.75216], [-0.11106, -4.26217, -3.33989], [-3.81991, 2.94483, -0.30004], [-0.00017, -2.54988, -0.69616], [0.81191, -2.39140, -3.37193], [1.81641, -1.53331, 2.23097], [2.49967, -0.24556, 2.55711], [-0.75954, -3.23489, -4.88492], [-1.64714, 3.36772, 0.69231], [3.58178, 2.28615, 2.16606], [-0.51864, -5.35728, -2.81744], [-1.30911, 4.61635, 2.28280], [-1.46182, 2.45315, 0.26983], [-0.79334, 3.79473, 1.76866], [2.27589, -2.37500, 2.66093], [-3.21678, 2.45186, -0.98665], [-0.74738, 3.16113, 2.46722], [0.57942, -4.20004, -5.37439], [-4.54997, 2.21566, 0.17658], [0.78322, -4.13246, -0.79645], [1.65986, -1.65414, 1.17785], [-2.99237, 3.60540, 0.69280], [-0.01067, 4.22672, 1.35162], [2.58527, 2.19548, 2.27348], [0.86175, -1.48002, 2.70323], [-0.66272, 0.26010, 0.02681]], "forces_ev_per_a": [[1.7, 0.1, -3.2], [-0.6, 0.7, -2.0], [-1.1, -0.1, 1.1], [0.4, -0.9, 0.4], [-0.5, 1.5, 3.1], [-2.6, 2.8, -2.6], [0.3, 2.7, -2.6], [-2.9, 0.6, -1.9], [-0.6, 1.5, 1.3], [-0.3, 2.3, -0.6], [-0.5, 0.7, 1.7], [2.2, 5.8, 1.2], [-2.9, -6.8, 0.4], [-1.1, -0.4, -1.3], [1.5, -0.4, -1.1], [-1.4, -3.4, 2.4], [-0.7, 0.8, 0.0], [5.9, -2.2, 3.7], [-0.8, 2.8, -0.8], [-1.2, -0.8, -1.1], [3.7, -0.9, -0.7], [1.1, 2.3, 0.3], [-0.2, 0.1, -0.3], [0.6, 0.2, 0.1], [-5.2, 4.4, -3.1], [1.1, -0.8, 0.4], [1.3, -1.9, -0.9], [1.4, -5.5, 5.1], [-1.3, -0.3, 0.7], [0.6, 1.4, -0.9], [-0.2, -2.5, 0.6], [-0.1, -0.1, -0.6], [1.1, -0.1, 1.5], [4.3, 1.3, -1.3], [-1.9, -4.6, 1.0], [-1.1, 0.0, 0.1], [0.0, -0.2, -0.1]]}